{"formula": "C24H42Cl3CoN4O3Si", "method": "the ωB97M-V functional and the def2-TZVPD basis", "multiplicity": 4, "e_above_lowest_kcal_mol": 0.0, "gap_ev": [6.6, 6.9], "total_charge": -1, "largest_force_ha_per_bohr": 0.0586, "homo_energy_ev": [-4.07, -4.37], "species": ["C", "C", "H", "H", "H", "C", "C", "H", "H", "H", "H", "Co", "Cl", "Cl", "C", "O", "N", "C", "C", "H", "H", "H", "H", "H", "H", "H", "H", "H", "C", "C", "N", "H", "C", "O", "H", "H", "H", "H", "O", "C", "C", "C", "H", "C", "H", "C", "H", "C", "C", "H", "H", "H", "Si", "Cl", "C", "C", "C", "H", "H", "H", "H", "H", "H", "H", "H", "H", "C", "N", "C", "C", "N", "C", "H", "H", "H", "H", "H", "H"], "positions_angstrom": [[-0.347, 3.468, -0.903], [-1.466, 2.568, -1.297], [-0.058, 4.119, -1.727], [0.534, 2.888, -0.594], [-0.652, 4.102, -0.059], [-2.206, 2.694, -2.417], [-2.044, 3.759, -3.449], [-3.006, 1.976, -2.629], [-1.154, 4.392, -3.300], [-2.919, 4.428, -3.469], [-1.982, 3.310, -4.452], [0.513, 0.188, 1.025], [-0.806, 0.533, 2.649], [2.314, 1.176, 0.389], [-2.509, -2.141, 1.047], [-1.403, -2.399, 0.562], [-3.601, -2.913, 0.905], [-3.513, -4.182, 0.200], [-4.877, -2.621, 1.528], [-2.667, -1.231, 1.647], [-2.489, -4.327, -0.128], [-4.195, -4.180, -0.659], [-3.818, -4.998, 0.866], [-4.845, -1.645, 2.023], [-5.136, -3.399, 2.265], [-5.679, -2.614, 0.774], [0.851, 1.384, -2.834], [-1.316, 0.338, -3.903], [1.335, 0.412, -2.952], [-0.642, -0.505, -4.097], [0.336, -0.628, -3.034], [1.997, 0.210, -2.112], [0.333, -1.681, -2.159], [1.126, -1.843, -1.242], [-1.218, -1.423, -4.169], [-0.506, -2.390, -2.340], [1.919, 0.442, -3.872], [-0.139, -0.318, -5.047], [-0.744, 0.475, -0.359], [-1.747, 1.425, -0.326], [-3.288, -0.293, -1.416], [-3.107, 0.741, -0.507], [-2.412, -0.700, -1.924], [-4.577, -0.776, -1.654], [-1.777, 1.916, 0.667], [-4.158, 1.220, 0.265], [-4.718, -1.554, -2.408], [-5.658, -0.237, -0.946], [-5.448, 0.748, 0.024], [-3.927, 1.972, 1.018], [-6.674, -0.613, -1.152], [-6.279, 1.174, 0.590], [6.006, 2.580, 1.013], [4.915, 3.843, -0.201], [6.722, 1.263, -0.119], [4.859, 2.180, 2.437], [7.567, 3.398, 1.753], [5.961, 0.892, -0.811], [7.133, 0.429, 0.463], [7.542, 1.689, -0.714], [8.315, 3.656, 0.988], [8.021, 2.664, 2.441], [7.335, 4.310, 2.323], [3.900, 1.833, 2.022], [4.643, 3.096, 3.013], [5.257, 1.420, 3.125], [1.194, -4.193, 4.177], [1.500, -3.153, 3.204], [2.765, -2.889, 2.719], [2.688, -1.757, 1.943], [1.346, -1.345, 1.952], [0.662, -2.205, 2.727], [1.730, -5.108, 3.890], [1.540, -3.888, 5.181], [0.117, -4.391, 4.215], [3.656, -3.457, 2.976], [3.460, -1.234, 1.397], [-0.384, -2.081, 2.979]], "atomic_forces_ev_per_a": [[0.230, 0.031, 0.029], [-1.189, -0.656, -0.904], [0.114, 0.074, 0.099], [-0.261, 0.098, -0.008], [0.094, -0.119, -0.051], [0.481, 0.024, 0.582], [0.025, 0.388, -0.486], [0.250, 0.228, 0.230], [-0.347, -0.287, -0.080], [0.160, -0.112, 0.002], [0.053, 0.151, 0.133], [-0.422, -0.386, -1.418], [-1.729, 0.761, 2.348], [1.595, 0.930, -0.551], [1.674, 0.235, -0.475], [-1.392, -0.049, 0.622], [-0.631, -0.770, -0.009], [-0.274, 0.311, 0.120], [0.015, -0.025, -0.054], [-0.042, -0.005, -0.032], [0.028, 0.017, -0.043], [0.128, -0.009, 0.010], [0.075, 0.012, -0.030], [0.022, -0.187, -0.160], [0.121, 0.170, -0.052], [0.236, 0.139, 0.148], [0.017, -0.007, 0.227], [-0.008, -0.070, 0.012], [-0.057, -0.017, 0.131], [0.217, 0.182, 0.527], [-0.021, -0.842, -0.036], [-0.176, 0.134, 0.035], [0.261, 0.646, 0.491], [-0.397, -0.033, -0.911], [-0.132, -0.091, -0.033], [0.209, 0.195, -0.023], [0.121, -0.059, -0.229], [0.048, -0.079, -0.120], [-0.133, 0.191, -1.003], [0.406, -0.573, 0.574], [-0.349, -0.080, -0.113], [0.758, 0.879, 0.267], [-0.240, 0.171, 0.131], [0.259, 0.195, 0.190], [-0.186, -0.086, -0.030], [-0.356, -0.339, -0.536], [-0.126, 0.155, 0.256], [-0.382, -0.240, -0.165], [0.032, 0.018, 0.110], [-0.248, -0.058, -0.127], [0.525, 0.273, 0.161], [0.087, -0.264, -0.167], [0.748, 0.129, 0.636], [0.125, 0.352, -0.154], [-0.296, -0.126, 0.063], [-0.087, -0.166, -0.112], [-0.262, 0.163, -0.176], [0.088, -0.109, 0.138], [-0.108, 0.049, -0.116], [-0.212, 0.027, 0.177], [-0.236, -0.096, 0.182], [-0.129, 0.235, -0.177], [0.052, -0.275, -0.095], [0.266, -0.015, 0.200], [0.228, -0.227, -0.223], [-0.048, 0.172, -0.181], [0.325, 0.108, 0.106], [-0.131, -0.186, 0.189], [0.701, 0.679, -0.364], [-1.760, -0.774, 0.714], [0.772, -2.010, 0.903], [1.551, 1.026, -0.846], [-0.271, 0.192, 0.094], [-0.194, -0.125, -0.366], [0.263, 0.111, -0.128], [-0.513, -0.070, 0.044], [-0.301, -0.010, 0.009], [0.287, -0.219, -0.104]], "mulliken_spin": [0.003, -0.006, 0.000, -0.002, 0.001, -0.003, 0.000, 0.000, 0.000, 0.000, 0.000, 2.733, 0.088, 0.085, -0.002, 0.006, 0.000, 0.000, 0.000, 0.003, 0.000, 0.000, 0.000, 0.000, 0.000, 0.000, -0.002, 0.001, 0.004, -0.001, 0.000, -0.001, 0.000, 0.003, 0.000, -0.001, 0.000, 0.000, 0.020, 0.015, 0.006, 0.012, 0.001, 0.000, 0.003, 0.004, 0.000, 0.000, 0.000, 0.000, 0.000, 0.000, -0.002, 0.001, 0.001, 0.000, 0.000, 0.001, 0.000, 0.000, 0.000, 0.000, 0.000, 0.002, 0.000, 0.000, 0.000, 0.002, 0.001, 0.006, -0.002, 0.013, 0.000, 0.000, 0.000, 0.000, 0.000, 0.002]}